Record 1
{"formula": "C4H11NP", "method": "ωB97M-V with the def2-TZVPD basis set", "symbols": ["C", "C", "C", "C", "N", "P", "H", "H", "H", "H", "H", "H", "H", "H", "H", "H", "H"], "positions_angstrom": [[-0.736045, 0.699412, -0.517361], [0.656388, 1.150024, -0.253364], [-0.756737, -0.636296, 0.095550], [1.605723, 0.072260, -0.655347], [-2.173068, -1.113455, 0.236584], [2.748714, -0.706488, 0.512544], [-1.445121, 1.504516, -0.138072], [-1.053667, 0.603254, -1.636152], [0.970228, 2.086324, -0.707997], [0.594021, 1.285745, 0.815665], [-0.354949, -0.499144, 1.114914], [1.387365, -0.711474, -1.459158], [-2.432767, -1.387319, -0.722258], [-2.827667, -0.279570, 0.498505], [-2.317041, -2.022339, 0.812621], [3.531099, 0.330734, 1.227385], [3.930403, -0.940506, -0.293576]], "forces_ev_per_angstrom": [[-2.130, 1.033, -3.266], [0.686, -0.189, -0.828], [0.013, 0.841, 2.361], [-0.142, -2.391, 0.784], [-1.141, -0.782, -0.202], [1.778, 1.069, -0.141], [0.292, -1.036, 0.012], [0.965, 0.342, 1.473], [-0.198, 0.292, -0.067], [0.991, 0.233, 0.604], [-0.035, -0.852, -0.233], [0.094, 1.775, 0.547], [-0.350, 0.111, 0.326], [1.106, -1.969, -0.107], [0.295, 2.226, -0.773], [-1.286, -0.452, -0.549], [-0.938, -0.250, 0.062]], "orbital_gap_ev": [8.73, 5.92], "e_tot_ha": -554.6765, "lumo_ha": [-0.164, -0.203], "homo_ha": [-0.485, -0.421], "charge": 1, "relative_energy_kcal_mol": 111.2}

---

Record 2
{"formula": "C5H10O", "method": "ωB97M-V with the def2-TZVPD basis set", "symbols": ["C", "C", "C", "C", "C", "O", "H", "H", "H", "H", "H", "H", "H", "H", "H", "H"], "positions_angstrom": [[1.221633, 1.338658, -1.107257], [-0.088493, 1.425841, -0.353127], [-0.188444, 0.314365, 0.667661], [-0.565501, -1.048927, 0.041145], [-0.537755, -2.266630, 0.861838], [-1.684019, -1.449202, 0.829222], [1.328244, 0.343542, -1.558196], [2.054755, 1.475458, -0.407568], [1.291176, 2.095134, -1.891259], [-0.950193, 1.324696, -1.028018], [-0.198834, 2.400232, 0.138342], [-0.998995, 0.586841, 1.363797], [0.707620, 0.220322, 1.293611], [-0.680281, -1.236821, -1.045670], [-0.814467, -3.231644, 0.452572], [0.103554, -2.291866, 1.742907]], "forces_ev_per_angstrom": [[0.133, 0.049, -0.157], [0.036, 0.055, -0.083], [0.161, -0.110, -0.096], [-0.646, 0.454, 0.416], [0.103, -0.288, 0.212], [-0.946, -0.634, 0.094], [0.056, 0.212, -0.026], [-0.061, 0.004, -0.184], [0.101, -0.094, -0.012], [0.188, 0.116, -0.003], [0.110, -0.140, -0.068], [0.239, -0.462, -0.277], [0.105, 0.128, -0.280], [0.071, 0.735, 0.600], [0.740, -0.160, -0.293], [-0.388, 0.136, 0.157]], "orbital_gap_ev": 11.07, "smiles": "CCC[C@H]1CO1", "e_tot_ha": -271.6846, "lumo_ha": 0.044, "homo_ha": -0.362, "relative_energy_kcal_mol": 42.7}

---

Record 3
{"formula": "C3H3HgO3", "method": "ωB97M-V with the def2-TZVPD basis set", "symbols": ["H", "C", "C", "O", "C", "O", "O", "H", "H", "Hg"], "positions_angstrom": [[-1.982281, -1.214171, 0.985129], [-1.983875, -0.791057, -0.036655], [-2.409685, 0.663871, 0.035854], [-1.391339, 1.437452, 0.206443], [0.219213, -0.122574, 0.159969], [1.123655, 0.378250, -0.530622], [-0.660932, -0.882413, -0.534001], [-2.657613, -1.341938, -0.708537], [-3.258941, 0.815883, 0.734290], [2.923688, -0.454656, 0.784238]], "forces_ev_per_angstrom": [[-0.569, 0.329, -0.259], [-0.426, -0.570, -1.170], [5.615, 1.475, 4.722], [-4.632, -1.713, -1.579], [2.551, 1.737, -4.911], [-3.277, -0.906, 2.550], [-0.816, -0.093, 0.678], [0.441, -0.259, 0.319], [-0.676, 0.665, -1.417], [1.791, -0.665, 1.066]], "orbital_gap_ev": [6.67, 5.99], "e_tot_ha": -495.0966, "lumo_ha": [-0.045, -0.067], "homo_ha": [-0.291, -0.287], "multiplicity": 2, "s2": 0.754, "relative_energy_kcal_mol": 61.9}

---

Record 4
{"formula": "C3H9NO2", "method": "ωB97M-V with the def2-TZVPD basis set", "symbols": ["C", "C", "N", "O", "H", "H", "H", "H", "H", "C", "O", "H", "H", "H", "H"], "positions_angstrom": [[-0.531434, -0.076157, 1.813387], [0.679801, 0.801264, 1.437494], [1.409260, 0.321028, 0.410282], [0.873315, 1.812249, 2.081168], [-0.251868, -1.085900, 2.159247], [-1.175432, -0.250390, 0.959405], [-1.115761, 0.264536, 2.663649], [2.110847, 0.788697, -0.137775], [1.313624, -0.659471, 0.231278], [-0.928074, -0.198363, -1.879924], [0.278855, -0.862861, -2.400233], [-1.509285, -1.037967, -1.486623], [-1.416762, 0.069407, -2.815440], [-0.744706, 0.559229, -1.134265], [1.007621, -0.445302, -1.901652]], "forces_ev_per_angstrom": [[0.371, -1.127, 0.169], [-1.492, 0.297, 2.063], [0.311, -0.682, -0.874], [0.486, 0.128, -0.867], [0.416, 0.183, -0.386], [-0.181, 0.141, -0.161], [0.189, 0.774, -0.228], [0.151, 0.465, 0.659], [-0.126, -0.217, -0.196], [0.312, -2.404, -1.677], [0.498, 1.258, 1.421], [-0.229, 0.419, 0.442], [-0.374, 0.909, 0.473], [0.026, 0.338, -0.192], [-0.357, -0.481, -0.647]], "orbital_gap_ev": 10.62, "smiles": "CC(N)=O.CO", "e_tot_ha": -324.9198, "lumo_ha": 0.022, "homo_ha": -0.368, "relative_energy_kcal_mol": 33.1}

---

Record 5
{"formula": "C7H6As3Cl3CuF26O4Pt", "method": "ωB97M-V with the def2-TZVPD basis set", "symbols": ["Pt", "Cu", "As", "F", "F", "F", "F", "F", "F", "As", "F", "F", "F", "F", "F", "F", "As", "F", "F", "F", "F", "F", "F", "O", "C", "O", "O", "H", "C", "C", "C", "F", "F", "F", "F", "O", "C", "C", "F", "F", "F", "F", "H", "H", "H", "H", "C", "Cl", "Cl", "Cl", "H"], "positions_angstrom": [[-0.621501, 1.210209, 0.443648], [1.025127, -0.872608, 3.475539], [0.150627, 4.666012, -0.792724], [0.400763, 2.922415, -0.276110], [-1.438230, 4.174324, -1.193213], [-0.100203, 6.281177, -1.267181], [1.780744, 4.908977, -0.398882], [0.641401, 4.175804, -2.362736], [-0.352804, 4.971414, 0.784726], [-2.835194, -1.440310, 2.449357], [-1.772157, -2.684168, 1.916778], [-4.022879, -1.841529, 1.280744], [-3.757481, -0.141630, 3.004516], [-1.605831, -1.006609, 3.622945], [-2.070673, -0.380820, 1.227208], [-3.548360, -2.498971, 3.588045], [0.043322, 2.571426, 4.242738], [-0.672351, 4.052061, 3.828743], [1.554916, 3.101187, 3.676505], [0.775390, 0.990340, 4.569547], [-1.417446, 1.938041, 4.756214], [-0.292276, 1.958407, 2.580718], [0.426995, 3.079403, 5.829630], [2.372047, -1.442013, 0.058638], [1.379661, -0.580823, 0.250738], [0.948588, 0.134469, -0.713545], [0.789338, -0.535595, 1.356510], [2.541382, -1.420875, -0.897784], [-0.141787, -0.987272, -3.325812], [-0.983438, 0.088280, -3.939160], [-1.031817, 1.374038, -3.109348], [-1.795217, 2.297753, -3.700055], [-1.466946, 1.138769, -1.837435], [-0.444855, 0.430156, -5.135350], [-2.231315, -0.379169, -4.186291], [-0.778075, -1.481842, -2.155030], [-0.761964, -2.814211, -2.004013], [-1.412251, -3.146559, -0.661764], [-2.732602, -2.951943, -0.710056], [-1.200517, -4.475841, -0.412435], [-1.328804, -3.466276, -3.020344], [0.552132, -3.239058, -1.926895], [0.899433, -0.699550, -3.189538], [-0.092999, -1.789925, -4.073629], [-0.010769, 1.770037, -3.029517], [-0.994546, -2.574875, 0.167159], [5.009674, -3.100890, 0.227454], [6.005167, -4.549834, 0.376915], [5.292349, -2.325017, -1.310192], [5.343009, -1.993315, 1.566516], [3.983228, -3.413172, 0.347506]], "forces_ev_per_angstrom": [[-0.108, 0.022, -0.423], [-0.776, 0.786, -0.703], [-0.201, 0.283, -0.438], [0.449, -0.516, 0.040], [-0.735, -0.183, -0.212], [-0.034, 0.315, -0.237], [0.688, 0.146, 0.301], [0.155, -0.266, -0.586], [-0.170, 0.162, 1.020], [-0.528, -0.542, 0.981], [0.226, -0.359, 0.059], [0.103, 0.036, -0.119], [-0.384, 0.851, 0.034], [0.628, 0.150, -0.235], [0.372, 0.488, -0.476], [-0.049, -0.294, 0.211], [0.381, 0.912, 0.048], [-0.251, 0.374, -0.171], [0.639, -0.031, -0.334], [0.470, -1.034, -0.080], [-1.164, -0.617, 0.202], [-0.076, -0.208, -0.002], [0.152, -0.011, 0.317], [-0.079, 0.172, -0.398], [-1.386, 0.324, -0.085], [0.472, -0.159, 0.627], [1.041, -0.653, 1.273], [0.284, -0.079, 0.127], [0.191, -1.512, -0.765], [-0.701, 0.401, 0.312], [1.389, 0.713, -0.441], [-0.401, -0.223, 0.178], [-0.887, -0.156, -0.047], [0.250, 0.021, -0.095], [0.081, 0.041, 0.145], [-0.046, 0.667, -0.225], [0.509, 0.039, 0.872], [0.114, -0.649, 0.349], [-0.120, 0.108, -0.428], [0.032, 0.218, -0.153], [-0.034, -0.263, -0.345], [-0.147, -0.127, -0.269], [-0.168, 0.437, 0.516], [-0.177, 0.158, -0.005], [-0.142, 0.014, 0.049], [0.149, 0.040, -0.434], [0.205, -0.159, 0.722], [0.074, -0.129, -0.021], [-0.173, 0.140, -0.309], [0.039, 0.047, -0.028], [-0.158, 0.102, -0.322]], "orbital_gap_ev": [9.48, 8.27], "e_tot_ha": -13015.9315, "lumo_ha": [0.024, -0.018], "homo_ha": [-0.324, -0.322], "charge": -1, "multiplicity": 3, "s2": 2.003, "relative_energy_kcal_mol": 0.0}

---

Record 6
{"formula": "C4H5O4Yb", "method": "ωB97M-V with the def2-TZVPD basis set", "symbols": ["O", "C", "O", "O", "C", "C", "O", "C", "Yb", "H", "H", "H", "H", "H"], "positions_angstrom": [[-0.184194, 1.714078, 0.211380], [0.134833, 2.549999, -1.248494], [-0.614972, 3.378602, -1.623063], [-0.341547, -1.326719, -1.756403], [-0.620516, -1.902238, -0.714235], [-0.149519, -1.389532, 0.607496], [0.783569, -0.353433, 0.404590], [0.562059, 0.922672, 1.052039], [0.985432, 0.379381, -1.836643], [-1.325633, -2.749648, -0.713574], [0.296332, -2.219343, 1.179399], [-1.041703, -1.059076, 1.166631], [1.551983, 1.321796, 1.315829], [-0.036123, 0.733460, 1.955047]], "forces_ev_per_angstrom": [[-0.779, -0.490, 0.668], [-0.289, 1.895, -2.775], [1.221, -1.817, 2.093], [-0.724, -1.380, 0.102], [-0.839, 0.238, 0.245], [0.088, -0.199, 0.158], [0.741, -0.927, -0.263], [-1.093, 1.225, 0.103], [1.035, 1.456, 0.070], [0.295, -0.015, -0.079], [-0.079, 0.155, -0.082], [0.142, 0.022, -0.117], [-0.087, -0.179, -0.171], [0.368, 0.016, 0.048]], "orbital_gap_ev": 7.59, "e_tot_ha": -1614.7700, "lumo_ha": -0.169, "homo_ha": -0.448, "charge": 1, "relative_energy_kcal_mol": 44.1}